No. 1
A molecular structure, C9H17MgN2O at a distorted geometry, computed with wB97M-V/def2-TZVPD.

- max |F| (hartree/bohr) = 0.0279
- HOMO-LUMO gap (eV) = 5.08
- E_HOMO (eV) = -13.017

Structure (ORCA input):
```
! RIJCOSX wB97M-V def2-TZVPD def2/J DEFGRID3
* xyz 1 1
Mg -37.46 15.86 4.74
C -38.27 16.89 1.96
O -38.37 16.39 3.28
H -37.79 16.15 1.33
H -39.28 17.07 1.59
H -37.73 17.84 1.88
C -41.70 19.82 -0.70
C -41.05 18.59 -1.26
C -41.52 17.28 -0.64
C -42.97 17.11 -0.74
N -44.11 17.01 -0.81
H -41.33 20.73 -1.17
H -41.44 19.93 0.36
H -42.79 19.78 -0.71
H -39.96 18.64 -1.20
H -41.24 18.48 -2.34
H -41.27 17.20 0.42
H -41.01 16.42 -1.09
C -34.83 17.67 -3.41
C -34.90 16.49 -2.44
C -36.12 16.52 -1.52
C -37.37 16.79 -2.25
N -38.35 17.01 -2.81
H -35.65 17.65 -4.12
H -33.90 17.61 -3.97
H -34.86 18.63 -2.89
H -34.02 16.48 -1.80
H -34.93 15.56 -3.00
H -36.11 17.31 -0.77
H -36.29 15.56 -1.03
*
```

=====

No. 2
A gas-phase ion, C9H17N2 (charge +1) at a distorted geometry, computed with wB97M-V/def2-TZVPD.

- max |F| (hartree/bohr) = 0.1017
- HOMO-LUMO gap (alpha / beta) (eV) = 8.20 / 9.56
- ΔE to the lowest compared entry with this formula, charge and spin (eV) = 6.029
- E_HOMO (alpha / beta) (eV) = -12.489 / -12.886

Structure (ORCA input):
```
! RIJCOSX wB97M-V def2-TZVPD def2/J DEFGRID3
* xyz 1 1
C 0.09 0.51 0.20
C 1.46 0.57 0.38
C -2.62 -0.38 -0.27
C -1.01 1.40 0.64
C -2.34 1.17 -0.09
C 2.42 1.70 0.61
C -3.99 -0.77 -0.65
C 1.72 -1.82 0.89
C 2.15 -0.97 -1.37
N -1.83 -1.30 -0.06
N 2.18 -0.70 0.08
H -1.05 1.26 1.67
H -0.86 2.52 0.26
H -2.35 1.54 -1.06
H -3.26 1.49 0.40
H 1.93 2.45 1.30
H 2.79 2.17 -0.20
H 3.18 1.27 1.29
H -3.95 -1.62 -1.27
H -4.47 0.12 -1.17
H -4.67 -1.06 0.21
H 2.30 -2.67 0.70
H 1.87 -1.47 1.89
H 0.65 -1.93 0.57
H 1.21 -1.22 -1.78
H 2.59 -0.13 -1.86
H 2.77 -1.80 -1.65
H 3.11 -0.34 0.33
*
```

=====

No. 3
A gas-phase ion, C9H17N2S (charge +1) at a distorted geometry, computed with wB97M-V/def2-TZVPD.

- max |F| (hartree/bohr) = 0.1584
- HOMO-LUMO gap (eV) = 7.71
- ΔE to the lowest compared entry with this formula, charge and spin (eV) = 2.526
- structure (SMILES) = CC/C=C/C1=C(N)[N@@H+](CS)CC1
- E_HOMO (eV) = -11.153

Structure (ORCA input):
```
! RIJCOSX wB97M-V def2-TZVPD def2/J DEFGRID3
* xyz 1 1
C 4.21 1.55 2.07
C 3.08 1.83 1.15
C 2.05 0.79 0.84
C 0.79 0.98 0.37
C -0.16 -0.03 0.00
C -1.67 0.23 -0.34
N -2.28 1.31 -0.88
N -2.32 -1.03 -0.63
C -2.25 -1.12 -2.15
S -3.33 -2.32 -2.85
C -1.56 -2.14 0.14
C -0.13 -1.56 0.28
H 5.19 1.52 1.64
H 4.29 2.29 2.88
H 4.25 0.45 2.47
H 2.53 2.71 1.47
H 3.59 2.18 0.20
H 2.40 -0.22 1.05
H 0.54 2.04 0.11
H -1.72 2.08 -0.73
H -3.24 1.44 -0.48
H -3.35 -0.91 -0.22
H -2.36 -0.19 -2.55
H -1.16 -1.30 -2.26
H -4.48 -1.68 -2.94
H -1.70 -3.03 -0.51
H -2.03 -2.27 1.12
H 0.46 -1.80 -0.55
H 0.37 -1.80 1.30
*
```